#one
DFT (the ωB97M-V functional and the def2-TZVPD basis) results for 2 unconnected molecules or ions with the total composition C5H16N5.

gap between HOMO and LUMO (spin up / spin down): 6.7505 / 6.8356 eV
net charge: +1
HOMO level (spin up / spin down): -9.45 / -9.46 eV

```
26
C5H16N5, DFT the ωB97M-V functional and the def2-TZVPD basis
N -3.662 -0.714 -0.515
N -1.410 -0.872 -0.100
N -0.931 1.946 -0.402
N 3.218 -0.337 -0.180
N 0.944 -0.854 -0.070
C -2.049 2.497 0.416
C -0.194 -1.527 -0.101
C 4.482 -0.688 0.472
C -2.560 -1.483 -0.249
C 2.159 -1.226 -0.004
H -1.413 0.162 -0.098
H -2.095 2.289 1.502
H -1.198 2.276 -1.307
H 5.347 -0.871 -0.350
H -0.062 2.456 -0.168
H -4.586 -0.780 -0.172
H -2.594 -2.492 -0.338
H -2.217 3.510 0.408
H 4.844 0.034 1.139
H 0.719 0.132 0.004
H -0.202 -2.577 -0.241
H 4.327 -1.657 0.902
H 2.504 -2.240 -0.104
H -3.539 0.252 -0.508
H -2.878 2.069 -0.049
H 3.044 0.695 0.113
```

#two
DFT (the ωB97M-V functional and the def2-TZVPD basis) results for 2 unconnected molecules or ions with the total composition C5H16N5.

gap between HOMO and LUMO: 9.7049 eV
net charge: +1
HOMO level: -12.89 eV

```
26
C5H16N5, DFT the ωB97M-V functional and the def2-TZVPD basis
N -2.575 -2.334 -2.314
N -0.733 -2.253 -1.100
N -1.770 -2.885 -1.445
N 0.820 0.872 0.131
N 2.261 -0.870 -0.471
C 1.706 1.462 1.181
C -1.651 0.715 -0.290
C -0.385 1.580 -0.081
C 1.158 -0.136 -0.652
C 1.068 1.246 2.583
H 2.717 0.971 1.204
H -0.711 2.224 0.785
H -2.037 0.555 0.742
H 1.710 2.564 0.865
H 2.899 -0.712 0.281
H -0.126 2.473 -0.778
H -2.040 -1.874 -3.097
H -0.416 -2.865 -0.309
H 1.557 1.712 3.415
H -2.243 1.365 -0.922
H 2.086 -1.855 -0.612
H -1.499 -0.318 -0.808
H 1.160 0.096 2.646
H 0.007 1.615 2.751
H 0.500 -0.478 -1.425
H -3.463 -2.871 -2.279
```

Which of them is the most stable? Correct choice: #two.

#one
DFT (the ωB97M-V functional and the def2-TZVPD basis) results for 2 unconnected molecules or ions with the total composition Cl2H2O2P2.

gap between HOMO and LUMO: 7.0395 eV
HOMO level: -10.20 eV

```
8
Cl2H2O2P2, DFT the ωB97M-V functional and the def2-TZVPD basis
Cl -1.475 -2.188 0.466
Cl -0.873 1.598 1.399
P 1.375 -0.943 -0.333
P -1.130 0.730 -0.380
O -1.929 1.383 -1.363
O 0.394 0.428 -0.645
H 1.069 -1.158 0.960
H 2.570 0.149 -0.104
```

#two
DFT (the ωB97M-V functional and the def2-TZVPD basis) results for a molecular structure, Cl2H2O2P2.

gap between HOMO and LUMO: 10.2349 eV
HOMO level: -10.10 eV

```
8
Cl2H2O2P2, DFT the ωB97M-V functional and the def2-TZVPD basis
Cl 1.724 -2.158 -0.058
Cl -1.744 -0.822 0.984
P 1.050 -0.282 -0.158
P -2.030 0.725 -0.460
O -1.767 1.946 0.247
O -0.002 -0.130 -1.183
H 0.674 0.139 1.103
H 2.095 0.580 -0.476
```

Which of them is the most stable? Correct choice: #two.

#one
DFT (the ωB97M-V functional and the def2-TZVPD basis) results for C2H3N3 in the gas phase.

gap between HOMO and LUMO: 9.6830 eV
HOMO level: -9.11 eV

```
8
C2H3N3, DFT the ωB97M-V functional and the def2-TZVPD basis
N -0.195 0.992 -0.102
N 0.661 -1.266 0.068
N -0.637 -1.270 0.231
C -1.035 0.038 0.112
C 1.480 -0.439 -0.238
H 2.488 -0.116 -0.031
H -0.648 1.895 -0.243
H -2.115 0.165 0.204
```

#two
DFT (the ωB97M-V functional and the def2-TZVPD basis) results for C2H3N3 in the gas phase.

gap between HOMO and LUMO: 10.4500 eV
structure (SMILES): C1=NCN=N1
HOMO level: -10.56 eV

```
8
C2H3N3, DFT the ωB97M-V functional and the def2-TZVPD basis
N 0.301 -1.136 0.555
N -0.560 -0.462 1.224
N 0.084 0.960 -0.422
C -0.649 0.803 0.634
C 0.718 -0.275 -0.531
H -1.295 1.570 1.047
H 0.178 -1.065 -1.142
H 1.741 -0.304 -0.838
```

#three
DFT (the ωB97M-V functional and the def2-TZVPD basis) results for a molecular structure, C2H3N3.

gap between HOMO and LUMO (spin up / spin down): 9.2048 / 9.2041 eV
HOMO level (spin up / spin down): -9.49 / -9.49 eV

```
8
C2H3N3, DFT the ωB97M-V functional and the def2-TZVPD basis
N -0.386 0.790 -0.460
N -1.056 -0.775 0.170
N 1.808 -0.670 -0.104
C -1.400 0.234 0.562
C 0.993 0.151 -0.696
H -2.211 0.607 1.177
H 0.790 0.707 -1.468
H 1.462 -1.044 0.820
```

#four
DFT (the ωB97M-V functional and the def2-TZVPD basis) results for C2H3N3 in the gas phase.

gap between HOMO and LUMO: 10.7502 eV
structure (SMILES): [H]/N=C(\N)C#N
HOMO level: -10.24 eV

```
8
C2H3N3, DFT the ωB97M-V functional and the def2-TZVPD basis
N 0.518 0.560 -1.343
N -1.357 -0.557 -0.505
N 0.706 -0.050 2.055
C 0.371 -0.098 0.963
C -0.203 -0.058 -0.387
H -1.541 -0.568 -1.494
H 1.498 0.923 -1.213
H -0.033 0.909 -2.196
```

Which of them is the most stable? Correct choice: #four.

#one
DFT (the ωB97M-V functional and the def2-TZVPD basis) results for a molecular structure, C2H3N3.

gap between HOMO and LUMO: 10.7269 eV
HOMO level: -9.99 eV

```
8
C2H3N3, DFT the ωB97M-V functional and the def2-TZVPD basis
N -0.849 0.691 0.009
N 0.475 -1.118 -0.072
N 0.887 1.164 0.162
C 1.258 -0.034 0.076
C -0.765 -0.616 -0.104
H 2.361 0.025 0.153
H -1.744 1.172 -0.004
H -1.621 -1.284 -0.218
```

#two
DFT (the ωB97M-V functional and the def2-TZVPD basis) results for C2H3N3 in the gas phase.

gap between HOMO and LUMO: 9.4424 eV
HOMO level: -8.93 eV

```
8
C2H3N3, DFT the ωB97M-V functional and the def2-TZVPD basis
N 0.548 1.062 0.059
N 0.005 -1.077 0.085
N 1.026 -0.144 -0.154
C -1.180 -0.453 0.272
C -0.752 0.911 0.256
H -1.408 1.766 0.299
H -0.161 -1.774 -0.627
H 2.000 -0.322 0.069
```

Which of them is the most stable? Correct choice: #one.

#one
DFT (the ωB97M-V functional and the def2-TZVPD basis) results for 2 unconnected molecules or ions with the total composition CH4NS2.

gap between HOMO and LUMO: 8.7689 eV
net charge: +1
HOMO level: -13.53 eV

```
8
CH4NS2, DFT the ωB97M-V functional and the def2-TZVPD basis
S 2.673 -0.792 -0.603
S 2.282 0.832 0.607
N 0.022 -0.256 -0.480
C 1.171 -0.434 0.306
H -0.582 -1.046 -0.792
H 0.395 0.143 -1.385
H -0.565 0.509 0.016
H 0.605 -1.318 1.448
```

#two
DFT (the ωB97M-V functional and the def2-TZVPD basis) results for a gas-phase ion, CH4NS2 (charge +1).

gap between HOMO and LUMO (spin up / spin down): 7.7408 / 7.5336 eV
net charge: +1
HOMO level (spin up / spin down): -13.61 / -13.58 eV

```
8
CH4NS2, DFT the ωB97M-V functional and the def2-TZVPD basis
S 0.871 -1.056 -1.095
S 0.011 -2.362 -2.247
N 0.134 0.737 0.770
C -0.327 -0.232 -0.252
H -1.392 -0.268 -0.416
H 0.801 1.428 0.511
H -0.713 1.255 1.019
H 0.615 0.498 1.709
```

Which of them is the most stable? Correct choice: #two.

#one
DFT (the ωB97M-V functional and the def2-TZVPD basis) results for 2 unconnected molecules or ions with the total composition C3H11N4.

expectation value of S²: 2.013
gap between HOMO and LUMO (spin up / spin down): 7.5653 / 9.7643 eV
2S+1: 3
net charge: +1
HOMO level (spin up / spin down): -11.18 / -14.68 eV

```
18
C3H11N4, DFT the ωB97M-V functional and the def2-TZVPD basis
N -1.341 0.478 0.381
N 1.143 0.498 0.488
N 2.478 0.663 0.529
N 0.596 1.143 -0.592
C -2.647 -0.026 0.431
C 0.997 -1.810 -0.233
C -0.742 1.080 -0.634
H -2.932 -0.040 -0.576
H 3.117 0.086 1.065
H 3.075 1.055 -0.160
H -0.787 0.308 1.201
H -2.721 -0.992 0.806
H 0.043 -2.078 -0.393
H -3.426 0.699 0.945
H 1.255 1.287 -1.348
H 1.660 -1.425 -1.012
H 1.470 -2.272 0.558
H -1.240 1.347 -1.454
```

#two
DFT (the ωB97M-V functional and the def2-TZVPD basis) results for a gas-phase ion, C3H11N4 (charge +1).

expectation value of S²: 2.014
gap between HOMO and LUMO (spin up / spin down): 5.1397 / 5.3441 eV
2S+1: 3
net charge: +1
HOMO level (spin up / spin down): -8.26 / -13.58 eV

```
18
C3H11N4, DFT the ωB97M-V functional and the def2-TZVPD basis
N -1.365 0.041 -0.550
N 2.151 -2.322 1.188
N 0.335 1.170 1.013
N 0.755 -0.897 -0.006
C 0.190 0.409 -0.134
C -1.957 1.169 -1.209
C 1.830 -1.181 0.687
H 3.063 -2.562 1.572
H -0.036 -1.539 -0.092
H -1.686 1.995 -0.630
H 0.449 1.010 -1.010
H 2.579 -0.326 0.653
H 0.500 0.591 1.846
H 1.498 -3.101 1.030
H -3.060 0.963 -1.263
H -0.478 1.848 1.227
H -1.684 -0.127 0.447
H -1.496 1.165 -2.212
```

Which of them is the most stable? Correct choice: #two.

#one
DFT (the ωB97M-V functional and the def2-TZVPD basis) results for a gas-phase ion, C4H11N5O (charge +2).

gap between HOMO and LUMO (spin up / spin down): 7.6431 / 7.2441 eV
structure (SMILES): C/C(O)=[NH+]/N=N/C=[N+](/C)N
net charge: +2
HOMO level (spin up / spin down): -17.65 / -17.33 eV

```
21
C4H11N5O, DFT the ωB97M-V functional and the def2-TZVPD basis
O 3.165 1.194 -0.790
N -2.620 0.144 -0.122
N -2.874 -1.049 -0.652
N 0.804 0.302 -0.466
N 1.848 -0.443 -0.116
N -0.346 -0.179 -0.292
C 3.080 0.121 -0.156
C 4.136 -0.564 0.573
C -3.696 0.825 0.534
C -1.373 0.614 -0.102
H -1.189 1.651 0.074
H -4.113 1.767 0.051
H -3.776 -1.363 -0.769
H 2.179 1.330 -1.225
H 5.045 -0.871 0.052
H -3.471 0.810 1.664
H -2.201 -1.412 -1.304
H 3.581 -1.534 0.862
H 1.760 -1.395 0.359
H 4.557 0.083 1.414
H -4.496 -0.032 0.412
```

#two
DFT (the ωB97M-V functional and the def2-TZVPD basis) results for a gas-phase ion, C4H11N5O (charge +2).

gap between HOMO and LUMO: 9.6639 eV
structure (SMILES): N/C(=C\[NH3+])NC(=O)NC=[NH2+]
net charge: +2
HOMO level: -17.29 eV

```
21
C4H11N5O, DFT the ωB97M-V functional and the def2-TZVPD basis
O 0.710 -2.660 1.477
N -0.620 1.799 1.801
N 0.044 -0.426 1.623
N 1.364 -1.037 -0.073
N -0.986 2.027 -0.902
N 0.284 -2.209 -1.824
C 0.600 -1.544 1.135
C -0.551 0.757 -0.362
C 1.216 -1.366 -1.335
C -0.486 0.743 0.996
H -1.487 2.229 1.964
H -0.902 2.884 -0.239
H 2.237 -0.755 0.280
H -0.390 -0.445 2.553
H -0.410 2.278 -1.806
H -0.337 -0.035 -0.989
H 1.876 -1.059 -2.025
H -1.879 1.985 -1.254
H -0.187 1.879 2.801
H -0.337 -2.588 -1.095
H 0.239 -2.457 -2.726
```

Which of them is the most stable? Correct choice: #two.

#one
DFT (the ωB97M-V functional and the def2-TZVPD basis) results for ClFIPS in the gas phase.

gap between HOMO and LUMO: 7.9262 eV
structure (SMILES): F[P@](=S)(Cl)I
HOMO level: -9.55 eV

```
5
ClFIPS, DFT the ωB97M-V functional and the def2-TZVPD basis
I -2.552 -0.203 0.976
Cl 0.347 -1.900 -0.175
S 1.252 1.005 1.554
P -0.177 -0.056 0.312
F -0.521 0.450 -1.207
```

#two
DFT (the ωB97M-V functional and the def2-TZVPD basis) results for 2 unconnected molecules or ions with the total composition ClFIPS.

gap between HOMO and LUMO (spin up / spin down): 4.9626 / 4.9594 eV
HOMO level (spin up / spin down): -9.51 / -9.51 eV

```
5
ClFIPS, DFT the ωB97M-V functional and the def2-TZVPD basis
I -1.210 0.287 -2.014
Cl 3.142 0.391 -0.266
S -1.114 -1.681 1.192
P -0.321 -0.194 0.151
F -0.496 1.197 0.937
```

Which of them is the most stable? Correct choice: #one.